[1]
Below is C22H40N4O8RuSSi as an isolated structure, with properties calculated with ωB97M-V/def2-TZVPD.

Atoms and positions in Å:
Ru: 0.7020 0.1204 0.1878
O: 2.7723 0.3474 1.1485
C: 4.0395 0.4953 0.4898
C: 3.9736 1.7380 -0.3933
N: 2.7792 1.5868 -1.1990
C: 2.0385 2.8022 -1.4572
C: 1.2638 3.2838 -0.2218
O: 0.9015 4.4491 -0.1822
O: 1.0291 2.3866 0.6843
C: 2.9991 0.7733 -2.3725
C: 1.7328 0.0396 -2.7727
O: 1.4973 -0.1566 -3.9550
O: 0.9972 -0.3975 -1.8014
H: 2.4005 1.2591 1.2173
H: 4.2082 -0.4065 -0.0994
H: 4.8329 0.5697 1.2364
H: 4.8866 1.8830 -0.9869
H: 3.8614 2.6151 0.2515
H: 1.2896 2.5907 -2.2273
H: 2.6556 3.6281 -1.8332
H: 3.7219 -0.0122 -2.1362
H: 3.3917 1.3389 -3.2268
C: 0.7632 -4.7760 0.2165
Si: 0.8997 -3.1493 -0.7170
C: -0.2312 -3.2422 -2.2077
C: 2.7025 -3.0186 -1.2311
C: 0.3294 -1.8447 0.5068
H: 1.0058 -5.6235 -0.4315
H: -0.2464 -4.9272 0.6062
H: 1.4504 -4.7961 1.0668
H: 0.2068 -3.8468 -3.0062
H: -0.4145 -2.2440 -2.6035
H: -1.1854 -3.6971 -1.9276
H: 2.9906 -3.9180 -1.7822
H: 3.3490 -2.9533 -0.3506
H: 2.8928 -2.1603 -1.8752
H: 0.7993 -2.1177 1.4623
H: -0.7425 -2.0497 0.6364
C: -2.3077 0.4546 -3.8665
C: -1.3168 1.0876 -2.8992
N: -1.9834 1.8472 -1.8395
C: -2.5770 3.1149 -2.2701
C: -1.5904 4.2716 -2.2035
C: -2.0846 1.3831 -0.5891
C: -3.1208 2.0359 0.2900
N: -1.3660 0.3898 -0.1074
H: -1.7524 -0.1650 -4.5714
H: -2.8801 1.1859 -4.4400
H: -3.0060 -0.1880 -3.3265
H: -0.6260 1.7456 -3.4304
H: -0.7235 0.3115 -2.4415
H: -3.4638 3.3374 -1.6832
H: -2.9198 2.9709 -3.2942
H: -1.2041 4.4162 -1.1947
H: -2.0709 5.1964 -2.5285
H: -0.7363 4.0921 -2.8589
H: -4.1167 1.9855 -0.1498
H: -2.8621 3.0845 0.4454
H: -3.1467 1.5574 1.2631
H: -1.7789 0.0983 0.7710
N: 0.3776 0.4339 2.3562
C: -0.4949 -0.3433 3.2204
C: 0.0269 -1.4243 3.9090
C: -0.7946 -2.1951 4.7212
C: -2.1394 -1.8833 4.8525
C: -2.6524 -0.7790 4.1846
C: -1.8312 -0.0102 3.3739
S: -3.2334 -2.8745 5.8856
O: -2.3382 -3.7851 6.5803
O: -3.8819 -1.8880 6.7351
O: -4.1198 -3.5065 4.9216
H: 1.3061 0.3941 2.7760
H: 0.1129 1.4200 2.3842
H: 1.0795 -1.6711 3.8039
H: -0.4056 -3.0440 5.2676
H: -3.6927 -0.5153 4.3246
H: -2.2289 0.8879 2.9152

Output
**Charge**: -1
**ΔE to the lowest compared entry with this formula, charge and spin**: 8.4 kJ/mol
**⟨S²⟩**: 0.755
**Highest occupied orbital energy (alpha / beta)**: -5.594 / -5.594 eV
**Spin multiplicity**: 2



[2]
Below is a 3-piece molecular cluster, C22H40N6O6PS2 overall at a distorted geometry, with properties calculated with ωB97M-V/def2-TZVPD.

Atoms and positions in Å:
C: 5.3592 0.5699 2.5928
C: 5.2537 0.8368 1.0039
O: 4.4395 1.7154 0.6242
O: 6.1150 0.0849 0.1753
C: 5.5388 -0.1584 -1.1374
C: 6.0627 0.8325 -2.2874
C: 4.9496 1.8244 -2.8813
C: 3.9534 1.1594 -3.9458
C: 2.7019 0.3859 -3.3080
C: 2.0347 1.1157 -2.0488
N: 0.6000 0.7773 -1.8194
C: -0.4327 1.6351 -2.3787
S: -0.2991 3.1463 -3.4291
C: -1.6868 0.9026 -1.8280
C: -3.1575 1.4791 -2.1218
C: -3.6285 2.1859 -0.7232
S: -3.0352 3.9620 -0.5963
C: -1.2458 3.9558 -0.1801
N: -0.5363 2.9146 0.5047
N: 0.7896 3.1430 0.6610
C: 1.0260 4.4549 0.0775
O: -0.2264 4.9056 -0.4215
N: -1.3299 -0.2835 -1.0626
C: -2.2898 -1.2186 -0.3872
C: 0.1351 -0.3568 -1.0539
P: 1.1376 -1.7083 -0.1987
O: 2.3229 -2.1344 -1.1123
H: 6.4488 0.8204 2.8891
H: 4.6871 1.2893 3.1830
H: 5.0806 -0.5141 2.8703
H: 5.8369 -1.2273 -1.4615
H: 4.4008 -0.1719 -1.0427
H: 6.8595 1.5093 -1.7891
H: 6.6327 0.2558 -3.1100
H: 5.5293 2.6487 -3.4521
H: 4.4422 2.3526 -2.0061
H: 4.5895 0.4555 -4.6081
H: 3.5421 1.9688 -4.6610
H: 3.0136 -0.6974 -3.0546
H: 1.9203 0.2737 -4.1559
H: 2.5877 0.9344 -1.0564
H: 2.0987 2.2521 -2.2467
H: -0.1312 2.7186 -4.7610
H: -3.8658 0.6108 -2.3547
H: -3.1455 2.2669 -2.9430
H: -4.7671 2.1439 -0.6297
H: -3.1979 1.5648 0.1444
H: 2.0416 4.9846 0.0167
H: -2.6486 -0.6772 0.5598
H: -3.2252 -1.4298 -1.0139
H: -1.7997 -2.1849 -0.0352
H: 1.5898 -1.1983 1.0569
H: 0.2306 -2.8063 0.0393
C: -5.0945 -5.0207 0.5063
C: -4.8578 -3.6041 0.9532
O: -3.7431 -3.0882 0.9222
N: -5.9222 -2.8891 1.4019
C: -7.3035 -3.3091 1.5165
H: -4.1513 -5.4578 0.1769
H: -5.4802 -5.6174 1.3355
H: -5.7945 -5.0390 -0.3317
H: -5.6831 -1.9484 1.6835
H: -7.9166 -2.6409 0.9082
H: -7.6047 -3.2150 2.5618
H: -7.4510 -4.3356 1.1880
C: -1.4944 -2.1027 3.6729
C: -0.7892 -0.9671 2.9835
O: -0.4146 -1.0444 1.8134
N: -0.5672 0.1697 3.6866
C: -0.9239 0.4615 5.0591
H: -1.5970 -2.9387 2.9798
H: -0.9137 -2.4381 4.5348
H: -2.4926 -1.7905 3.9864
H: -0.0891 0.8849 3.1531
H: -1.5759 1.3373 5.0645
H: -0.0097 0.6953 5.6082
H: -1.4322 -0.3719 5.5395

Output
**Charge**: +1
**Highest occupied orbital energy**: -11.122 eV



[3]
Below is a 10-piece molecular cluster, C22H40O22 overall at a distorted geometry, with properties calculated with ωB97M-V/def2-TZVPD.

Atoms and positions in Å:
O: 1.7955 2.0854 2.7946
C: 1.7055 1.2609 3.6354
O: 2.5090 1.0178 4.6927
C: 2.1653 -0.3247 5.1694
C: 0.8262 -0.6693 4.5471
O: 0.6330 0.3965 3.5732
H: 2.9827 -0.9560 4.9441
H: 2.0924 -0.2285 6.2366
H: -0.0432 -0.6064 5.1561
H: 0.8906 -1.6389 4.0058
O: 1.9170 -1.5671 0.7229
C: 1.0476 -0.7638 0.5275
O: -0.2207 -0.9055 0.8850
C: -0.8761 0.3767 0.7626
C: -0.0113 1.1012 -0.2934
O: 1.2823 0.4970 0.0224
H: -1.8619 0.3375 0.4252
H: -0.8766 0.8817 1.7412
H: 0.0242 2.1970 -0.1188
H: -0.3538 0.8728 -1.2637
O: -3.0095 1.7342 -4.3163
C: -2.6737 2.4700 -3.4673
O: -1.6904 3.3775 -3.6506
C: -1.8586 4.4158 -2.6116
C: -2.6541 3.6838 -1.4912
O: -3.0969 2.4639 -2.1315
H: -0.8287 4.7254 -2.3712
H: -2.3566 5.2383 -3.1319
H: -3.4951 4.1471 -1.0533
H: -1.9817 3.4054 -0.6668
O: -0.6578 -2.6322 -1.1921
C: -1.7061 -2.3154 -1.6521
O: -2.6309 -3.1120 -2.1833
C: -3.7707 -2.2482 -2.6022
C: -3.3077 -0.7866 -2.3735
O: -2.1240 -0.9526 -1.6482
H: -3.8499 -2.4117 -3.6577
H: -4.6596 -2.5402 -1.9937
H: -3.9272 -0.1586 -1.7618
H: -3.1720 -0.3317 -3.3881
O: -3.4802 -3.1062 2.2946
C: -2.3905 -3.5104 2.2008
O: -1.9680 -4.1467 1.0563
C: -0.5941 -4.6039 1.2306
C: -0.1265 -3.8806 2.4518
O: -1.3275 -3.4209 3.0839
H: -0.6453 -5.6840 1.4543
H: -0.1153 -4.4431 0.2859
H: 0.3813 -2.9924 2.1822
H: 0.4242 -4.4839 3.2081
O: 2.7766 -3.8729 3.7257
C: 3.5152 -3.7608 2.7947
O: 4.5977 -2.9676 2.8049
C: 5.3940 -3.2508 1.6155
C: 4.3330 -3.9415 0.6690
O: 3.3707 -4.4655 1.6487
H: 5.8026 -2.2841 1.2205
H: 6.2253 -3.9359 1.8237
H: 4.7489 -4.8159 0.1673
H: 3.8609 -3.2365 0.0777
C: 3.0101 3.5602 -1.2113
O: 1.6727 3.8431 -1.4942
H: 3.2173 2.6374 -1.7871
H: 3.7453 4.3455 -1.6013
H: 3.2479 3.3202 -0.1864
H: 1.3700 4.5416 -0.9339
C: 0.8784 8.0454 -3.6431
O: 0.0673 7.4554 -2.6672
H: 1.6698 8.8051 -3.3625
H: 1.4379 7.2595 -4.2465
H: 0.1435 8.4073 -4.3558
H: -0.7497 7.8728 -2.6117
C: 1.8490 -2.4605 -3.4382
O: 1.2343 -3.7564 -3.5611
H: 1.5598 -1.7394 -4.2583
H: 1.5432 -1.9873 -2.5242
H: 2.9292 -2.6394 -3.3841
H: 0.3321 -3.6253 -3.3530
C: -4.3196 0.5080 2.2309
O: -4.2014 -0.2325 0.9893
H: -3.8743 1.4959 1.9805
H: -5.4406 0.6774 2.3082
H: -3.8945 0.1067 3.1501
H: -4.3877 -1.1737 1.1429

Output
**SMILES**: O=C1OCCO1.O=C1OCCO1.O=C1OCCO1.O=C1OCCO1.O=C1OCCO1.O=C1OCCO1.CO.CO.CO.CO
**ΔE to the lowest compared entry with this formula, charge and spin**: 0.0 kJ/mol
**Highest occupied orbital energy**: -9.902 eV



| no. | total energy (hartree) |
| --- | --- |
| 1 | -2465.9694 |
| 2 | -2779.5696 |
| 3 | -2517.5159 |